(1)
Molecular formula: C5H7NO
Method: DFT, ωB97M-V/def2-TZVPD

Structure (XYZ):
```
14
C5H7NO | the OMol25 dataset | ωB97M-V/def2-TZVPD
C -1.66 0.08 0.39
C -0.46 0.35 -0.56
C 0.62 1.19 0.09
C 1.62 0.38 0.44
N 1.39 -0.93 0.00
C 0.23 -1.00 -0.75
O -0.16 -1.96 -1.37
H -2.56 0.61 0.07
H -1.41 0.39 1.41
H -1.88 -0.99 0.41
H -0.82 0.74 -1.52
H 0.56 2.25 0.29
H 2.53 0.61 0.98
H 2.00 -1.72 0.12
```

SMILES ... C[C@H]1C=CNC1=O
Energy above the lowest of the compared OMol25 structures with the same formula, charge and spin ... 6.1 kcal per mole
Net charge ... 0

---

(2)
Molecular formula: C15H17N8O3Zr
Method: DFT, ωB97M-V/def2-TZVPD

Structure (XYZ):
```
44
C15H17N8O3Zr | the OMol25 dataset | ωB97M-V/def2-TZVPD
Zr -0.36 -0.19 0.13
C -1.04 -0.51 4.61
C -0.80 -0.73 3.17
N -0.72 0.21 2.28
N -0.81 1.53 2.66
C -0.54 2.31 1.67
O -0.25 1.68 0.46
C -0.53 3.74 1.72
C -0.22 4.50 0.58
C -0.21 5.87 0.65
C -0.51 6.51 1.85
C -0.82 5.76 2.99
C -0.83 4.39 2.93
C -0.60 -2.08 2.60
C -0.70 -3.24 3.33
C -0.48 -4.46 2.70
C -0.18 -4.49 1.35
C -0.11 -3.29 0.67
N -0.30 -2.10 1.27
H -1.10 0.55 4.84
H -0.23 -0.96 5.20
H -1.97 -1.00 4.91
H 0.01 4.00 -0.36
H 0.03 6.46 -0.23
H -0.50 7.59 1.90
H -1.05 6.27 3.92
H -1.06 3.80 3.81
H -0.93 -3.20 4.39
H -0.55 -5.38 3.27
H -0.01 -5.42 0.82
H 0.12 -3.28 -0.40
N 1.28 0.11 -1.81
N 0.62 0.17 -3.07
C -0.71 0.02 -3.13
N -1.40 0.19 -4.22
N -1.21 -0.33 -1.91
N -2.52 -0.23 -1.54
O -3.45 -0.12 -2.25
O -2.54 -0.29 -0.26
H 1.74 1.01 -1.65
H 2.03 -0.59 -1.88
H 1.18 0.35 -3.89
H -0.97 0.50 -5.09
H -2.39 0.01 -4.24
```

Net charge ... +3

---

(3)
Molecular formula: C2H3N3O2
Method: DFT, ωB97M-V/def2-TZVPD

Structure (XYZ):
```
10
C2H3N3O2 | the OMol25 dataset | ωB97M-V/def2-TZVPD
H 2.94 -0.05 -0.28
N 2.13 -0.69 0.10
C 0.87 -0.31 0.01
N 0.42 0.97 0.36
O -0.96 0.95 -0.26
C -1.84 -0.18 0.12
N -1.47 -1.35 0.12
O -0.05 -1.29 -0.16
H 0.82 1.86 -0.35
H -2.84 0.08 0.34
```

SMILES ... [H]/N=C1\NOC=NO1
Energy above the lowest of the compared OMol25 structures with the same formula, charge and spin ... 156.8 kcal per mole
Net charge ... 0

---

(4)
Molecular formula: C8H19N2O10PS2
Method: DFT, ωB97M-V/def2-TZVPD

Structure (XYZ):
```
42
C8H19N2O10PS2 | the OMol25 dataset | ωB97M-V/def2-TZVPD
C -3.73 1.29 -3.52
N -2.48 2.02 -3.27
C -2.16 2.24 -1.87
C -1.14 1.23 -1.36
O -1.59 -0.11 -1.57
C -1.29 -0.69 -2.75
O -1.71 -1.76 -3.05
P -0.78 1.39 0.44
N 0.69 1.11 0.87
H -3.56 0.21 -3.62
H -4.17 1.63 -4.45
H -4.46 1.44 -2.71
H -2.53 2.91 -3.75
H -1.70 3.23 -1.75
H -3.06 2.21 -1.24
H -0.17 1.37 -1.86
H -0.60 -0.09 -3.37
H -1.76 0.51 0.93
H -1.32 2.66 0.73
H 1.12 1.91 1.32
O 3.91 4.51 2.50
S 3.72 3.49 3.47
O 3.27 3.81 4.77
O 5.04 2.60 3.53
C 4.75 1.22 3.29
C 3.55 1.26 2.35
O 2.76 2.35 2.89
H 4.51 0.73 4.23
H 5.63 0.77 2.84
H 2.94 0.37 2.37
H 3.83 1.50 1.33
O 1.40 -4.41 1.61
S 0.01 -4.65 1.51
O -0.70 -5.20 2.61
O -0.25 -5.50 0.19
C -1.19 -4.84 -0.67
C -0.96 -3.37 -0.38
O -0.75 -3.34 1.04
H -2.20 -5.15 -0.40
H -0.97 -5.11 -1.70
H -1.81 -2.74 -0.62
H -0.07 -2.99 -0.88
```

SMILES ... CNC[C@H](OC=O)[PH2]=N.O=S1(=O)OCCO1.O=S1(=O)OCCO1
Energy above the lowest of the compared OMol25 structures with the same formula, charge and spin ... 0.0 kcal per mole
Net charge ... 0

---

(5)
Molecular formula: C23H20ClFeN7OS2Se
Method: DFT, ωB97M-V/def2-TZVPD

Structure (XYZ):
```
56
C23H20ClFeN7OS2Se | the OMol25 dataset | ωB97M-V/def2-TZVPD
Fe 0.32 0.27 -0.29
O 1.44 -0.37 1.35
N 1.12 0.16 2.53
C 1.16 -0.62 3.62
C 0.82 -0.14 4.86
C 0.42 1.20 4.96
C 0.38 1.98 3.84
C 0.74 1.47 2.57
S 0.73 2.33 1.12
H 1.48 -1.63 3.44
H 0.88 -0.79 5.72
H 0.14 1.61 5.92
H 0.06 3.02 3.88
S -7.24 -0.02 -0.66
N -6.24 1.15 -1.17
C -5.03 0.80 -0.79
C -3.81 1.57 -1.04
C -3.78 2.81 -1.61
C -2.55 3.47 -1.78
C -1.40 2.81 -1.38
N -1.39 1.60 -0.83
C -2.59 0.97 -0.61
C -2.55 -0.25 0.09
N -1.30 -0.71 0.49
C -1.25 -1.83 1.23
C -2.35 -2.54 1.63
C -3.63 -2.10 1.20
C -3.73 -0.98 0.43
C -4.99 -0.44 -0.08
N -6.17 -1.00 0.06
H -4.71 3.28 -1.92
H -2.49 4.46 -2.20
H -0.44 3.29 -1.50
H -0.25 -2.15 1.51
H -2.23 -3.42 2.24
H -4.53 -2.63 1.48
Cl 0.48 0.38 -2.74
C 1.63 1.03 -1.56
H 1.73 2.10 -1.68
H 2.57 0.50 -1.64
C 3.12 -2.94 1.40
N 2.16 -3.91 0.90
C 2.00 -5.20 1.38
C 1.07 -5.80 0.62
N 0.68 -4.88 -0.34
C -0.33 -5.11 -1.36
C 1.35 -3.72 -0.17
Se 1.16 -2.20 -1.21
H 3.13 -2.98 2.49
H 2.82 -1.95 1.07
H 4.12 -3.17 1.02
H 2.55 -5.57 2.23
H 0.66 -6.80 0.65
H -0.33 -6.17 -1.63
H -0.09 -4.51 -2.23
H -1.32 -4.82 -1.00
```

Spin multiplicity ... 5
⟨S²⟩ ... 6.24
Energy above the lowest of the compared OMol25 structures with the same formula, charge and spin ... 51.5 kcal per mole
Net charge ... 0

---

(6)
Molecular formula: C35H84NO16S
Method: DFT, ωB97M-V/def2-TZVPD

Structure (XYZ):
```
137
C35H84NO16S | the OMol25 dataset | ωB97M-V/def2-TZVPD
C -4.07 1.78 -2.18
C -3.65 3.23 -2.44
C -3.37 4.06 -1.19
C -2.04 3.70 -0.51
N -2.15 3.29 0.92
S -3.29 2.10 1.21
C -4.57 2.96 2.14
C -4.17 4.29 2.75
O -3.31 4.00 3.84
C -3.18 5.01 4.76
O -2.14 5.35 5.19
O -2.57 1.30 2.37
C -2.48 -0.16 2.16
C -1.83 -0.72 3.42
O -1.21 -1.95 3.17
C -2.04 -2.95 2.60
C -3.26 -3.36 3.42
H -3.22 1.14 -1.92
H -4.83 1.72 -1.40
H -4.51 1.36 -3.08
H -2.73 3.24 -3.04
H -4.41 3.73 -3.04
H -4.22 4.04 -0.49
H -3.29 5.10 -1.53
H -1.53 2.94 -1.11
H -1.40 4.57 -0.49
H -1.27 2.90 1.25
H -5.42 3.08 1.46
H -4.85 2.26 2.93
H -3.63 4.91 2.03
H -5.06 4.83 3.06
H -4.16 5.39 5.11
H -1.85 -0.36 1.29
H -3.48 -0.54 1.99
H -1.04 -0.03 3.73
H -2.55 -0.77 4.24
H -1.39 -3.82 2.49
H -2.34 -2.68 1.58
H -3.71 -2.52 3.95
H -3.01 -4.13 4.15
H -4.02 -3.76 2.75
C -3.70 -7.55 -0.74
O -4.97 -7.04 -1.09
C -5.59 -6.29 -0.07
C -5.48 -4.80 -0.32
O -4.13 -4.36 -0.27
C -3.55 -4.19 -1.55
H -3.26 -7.96 -1.65
H -3.04 -6.76 -0.36
H -3.78 -8.34 0.00
H -5.15 -6.53 0.91
H -6.65 -6.56 -0.04
H -6.05 -4.26 0.44
H -5.92 -4.56 -1.30
H -3.96 -3.31 -2.06
H -3.70 -5.07 -2.18
H -2.48 -4.04 -1.41
C -0.99 6.85 -3.14
O 0.17 6.35 -2.49
C 1.36 6.55 -3.24
C 2.16 7.73 -2.73
O 1.47 8.95 -2.93
C 0.86 9.47 -1.76
H -1.80 6.81 -2.42
H -0.86 7.89 -3.46
H -1.25 6.23 -4.01
H 1.12 6.70 -4.30
H 1.97 5.65 -3.15
H 3.10 7.79 -3.29
H 2.40 7.59 -1.67
H 1.62 9.83 -1.05
H 0.24 8.72 -1.26
H 0.24 10.31 -2.06
C 2.91 -4.30 -0.87
O 2.21 -4.46 0.35
C 0.82 -4.23 0.25
C 0.03 -5.52 0.22
O 0.27 -6.25 -0.97
C 1.16 -7.35 -0.79
H 3.92 -4.66 -0.71
H 2.45 -4.88 -1.68
H 2.96 -3.25 -1.16
H 0.59 -3.63 -0.63
H 0.52 -3.66 1.14
H -1.04 -5.28 0.24
H 0.26 -6.12 1.10
H 0.69 -8.14 -0.20
H 2.09 -7.04 -0.30
H 1.39 -7.73 -1.78
C -2.04 4.85 -8.84
O -2.43 3.49 -8.89
C -1.75 2.66 -7.96
C -2.62 2.34 -6.76
O -2.92 3.49 -5.99
C -4.21 4.01 -6.24
H -2.73 5.40 -9.47
H -2.10 5.25 -7.82
H -1.02 4.98 -9.22
H -0.82 3.14 -7.62
H -1.48 1.73 -8.46
H -2.09 1.63 -6.12
H -3.55 1.86 -7.10
H -4.98 3.35 -5.83
H -4.39 4.15 -7.31
H -4.28 4.98 -5.74
C 7.28 -4.44 3.56
O 6.73 -5.62 4.11
C 6.03 -5.40 5.32
C 4.53 -5.34 5.10
O 4.15 -4.21 4.32
C 3.90 -4.53 2.96
H 7.65 -4.68 2.56
H 6.52 -3.65 3.48
H 8.11 -4.06 4.17
H 6.36 -4.47 5.79
H 6.26 -6.22 6.00
H 4.03 -5.25 6.07
H 4.19 -6.26 4.62
H 2.98 -5.10 2.86
H 4.72 -5.09 2.52
H 3.78 -3.59 2.43
C 6.12 -0.62 3.69
O 7.46 -0.66 4.14
C 8.41 -0.44 3.11
C 8.95 0.98 3.14
O 7.95 1.93 2.83
C 7.43 2.60 3.97
H 5.48 -0.64 4.57
H 5.91 0.29 3.12
H 5.89 -1.49 3.07
H 7.97 -0.64 2.13
H 9.24 -1.14 3.27
H 9.74 1.07 2.38
H 9.39 1.19 4.11
H 8.18 3.28 4.40
H 7.12 1.89 4.74
H 6.58 3.18 3.64
```

Net charge ... +1

---

What did we get for energy? Answer: -8835.9371 -35147.2033 -10681.6565 -63015.2925 -170578.9278 -82726.2562 eV, in the order shown.